# C5H14NS

A cluster of 2 separate species, C5H14NS in total at a distorted geometry (ωB97M-V with the def2-TZVPD basis set, OMol25).

```
21
Properties=species:S:1:pos:R:3:nbo_charge:R:1
C -0.872 0.539 1.351 -0.401
C -1.679 0.842 -1.069 -0.440
C -1.199 -1.412 -0.021 -0.403
C 0.535 0.375 -0.549 -0.387
C 2.814 -0.796 0.315 -0.497
N -0.886 0.151 -0.045 -0.290
S 3.812 0.299 -0.304 0.294
H -1.702 -0.012 1.880 0.234
H 0.107 0.261 1.685 0.229
H -0.973 1.692 1.273 0.230
H -1.617 0.112 -2.025 0.236
H -2.763 0.892 -0.897 0.240
H -1.317 1.910 -1.388 0.261
H -0.314 -2.058 0.032 0.245
H -1.782 -1.674 0.966 0.229
H -1.820 -1.692 -0.860 0.233
H 0.523 0.259 -1.642 0.191
H 0.808 1.383 -0.221 0.172
H 2.406 -0.703 1.276 0.219
H 2.626 -1.765 -0.213 0.255
H 3.292 1.396 0.456 0.150
```

The HOMO-LUMO gap (spin up / spin down) comes out at 8.371 / 6.843 eV. The LUMO energy (spin up / spin down) comes out at -4.0 / -4.5 eV. As for the highest occupied orbital energy (spin up / spin down): -12.366 / -11.307 eV. Its calculated total energy is -651.39991 hartree. The net charge is +1.

=====

# C6H36N2O10

A cluster of 11 separate species, C6H36N2O10 in total at a distorted geometry (ωB97M-V with the def2-TZVPD basis set, OMol25).

```
54
Properties=species:S:1:pos:R:3:nbo_charge:R:1
C 1.505 0.483 3.382 -0.612
C 0.049 0.787 3.121 -0.404
C -0.769 -0.469 2.745 -0.385
C -0.390 -0.958 1.304 -0.436
C -0.340 0.037 0.157 -0.261
N -1.595 0.349 -0.549 -0.727
C -2.009 -0.596 -1.554 -0.069
N -2.078 -2.020 -1.264 -0.872
H 2.197 1.283 3.185 0.216
H 1.589 0.377 4.481 0.201
H 1.827 -0.463 2.940 0.205
H -0.356 1.410 3.900 0.207
H -0.074 1.390 2.224 0.178
H -1.825 -0.171 2.579 0.198
H -0.607 -1.239 3.491 0.211
H 0.596 -1.465 1.359 0.204
H -1.114 -1.765 1.172 0.212
H 0.433 -0.036 -0.622 0.217
H 0.008 0.990 0.561 0.202
H -2.448 0.501 -0.014 0.415
H -2.972 -0.479 -2.048 0.212
H -1.299 -0.536 -2.421 0.162
H -1.220 -2.357 -0.835 0.354
H -2.780 -2.341 -0.604 0.366
H -4.471 -0.075 1.270 0.472
H -4.638 0.917 0.281 0.480
O -4.458 -0.036 0.301 -0.938
H 1.770 -1.920 -3.089 0.499
H 2.026 -0.824 -4.117 0.479
O 1.892 -0.971 -3.175 -0.966
H -1.131 -2.684 -3.210 0.508
H 0.109 -3.724 -3.103 0.481
O -0.208 -2.868 -3.386 -0.993
H 2.453 -3.984 -0.815 0.474
H 1.842 -3.441 0.456 0.479
O 2.063 -4.261 0.015 -0.955
H 2.180 -1.063 -0.749 0.501
H 3.511 -1.664 -0.034 0.490
O 2.743 -1.815 -0.557 -0.987
H 4.268 1.305 0.422 0.479
H 3.382 2.337 1.235 0.482
O 3.439 1.450 0.876 -0.958
H -0.848 3.845 -0.557 0.477
H -0.776 2.494 -0.247 0.480
O -0.486 3.328 0.184 -0.956
H -1.963 2.269 1.233 0.492
H -3.186 3.169 1.413 0.480
O -2.927 2.252 1.297 -0.975
H 0.771 0.609 -3.032 0.497
H -0.431 1.216 -2.234 0.479
O 0.387 1.435 -2.693 -0.992
H 2.098 2.721 -2.027 0.487
H 1.841 3.708 -0.945 0.468
O 2.420 3.567 -1.704 -0.958
```

The HOMO-LUMO gap comes out at 9.460 eV. The LUMO energy comes out at 0.3 eV. As for the highest occupied orbital energy: -9.203 eV. Its calculated total energy is -1112.05523 hartree. The SMILES is CCCCCNCN.O.O.O.O.O.O.O.O.O.O.

=====

# C6H8I2

A cluster of 2 separate species, C6H8I2 in total at a distorted geometry (ωB97M-V with the def2-TZVPD basis set, OMol25).

```
16
Properties=species:S:1:pos:R:3:nbo_charge:R:1
C 0.897 -0.535 -0.938 -0.197
C -0.394 -1.052 -0.902 -0.308
C 0.718 0.354 1.294 -0.352
C 1.321 0.336 0.092 -0.264
C -1.435 -0.449 -0.243 -0.050
C -1.682 1.004 -0.046 -0.701
I 4.761 -0.875 0.098 -0.012
I -3.136 -1.654 0.156 0.122
H 1.594 -0.868 -1.690 0.216
H -0.564 -2.015 -1.369 0.228
H -0.010 -0.380 1.587 0.204
H 1.030 1.054 2.051 0.199
H 2.193 0.950 -0.081 0.217
H -0.859 1.598 -0.432 0.236
H -1.841 1.254 1.002 0.229
H -2.593 1.279 -0.579 0.233
```

The HOMO-LUMO gap (spin up / spin down) comes out at 8.464 / 3.999 eV. The LUMO energy (spin up / spin down) comes out at -0.7 / -3.3 eV. As for the highest occupied orbital energy (spin up / spin down): -9.157 / -7.284 eV. Its calculated total energy is -828.68876 hartree.